84
Properties=species:S:1:pos:R:3:forces:R:3 method="wB97M-V/def2-TZVPD" homo_energy_ev="-13.5 / -14.2" s_squared=2.299 de_lowest_kj_mol=482.8 charge=+2 spin_multiplicity=3 homo_lumo_gap_ev="7.08 / 5.96"
N 3.49016 5.38807 2.76273 0.332 0.339 0.809
C 2.45496 5.00486 3.52260 0.123 -0.944 -0.358
C 2.32301 3.68294 3.97324 -0.169 0.204 0.404
C 3.34892 2.74206 3.74013 -0.046 0.479 -1.023
C 4.41994 3.17956 2.92825 -0.034 0.629 -0.048
C 4.49408 4.53132 2.54082 -0.660 -1.110 0.209
C 3.14099 1.34507 4.01173 0.132 0.642 0.127
Ni 0.87751 -2.19220 -0.77009 -1.005 -0.819 0.127
P -2.55574 -2.46985 -2.59153 -1.708 -1.853 -0.581
C 3.81649 0.33931 3.35227 0.611 -1.683 -0.283
C 3.17381 -0.79559 2.77029 0.864 0.957 1.572
C 3.91974 -1.54726 1.81822 -0.297 0.005 -1.196
C 3.22832 -2.06509 0.73438 0.206 0.178 0.750
C 1.83915 -1.87157 0.74906 -0.792 -0.802 -0.856
C 1.07762 -1.53974 1.87906 1.059 0.061 1.611
C 1.77518 -0.95300 2.93893 -1.266 -0.467 -1.054
Br 0.10126 -4.22390 -1.36873 0.343 -0.245 0.102
H 2.37212 1.05809 4.70763 -0.679 0.104 -0.154
H 4.89189 0.40092 3.16206 -0.340 0.450 -0.312
H 1.37696 3.35825 4.41681 0.458 0.200 0.263
H 5.11701 2.45899 2.51249 0.276 0.273 0.369
H 1.67129 5.73784 3.75221 0.385 -0.256 -0.325
H 5.37155 4.88647 2.00443 -0.327 0.055 -0.101
H 5.00683 -1.53722 1.82439 -0.143 0.049 0.166
H 1.25277 -0.49363 3.80336 0.422 -0.515 -0.682
H 3.69185 -2.54654 -0.13691 0.030 0.289 0.593
H 0.00032 -1.70804 1.87421 0.415 0.307 0.039
P 0.84617 -0.12575 -1.34367 1.021 1.131 -0.771
C -3.22757 -3.47569 -1.18261 0.805 0.576 0.809
C -4.01755 -4.73140 -1.51873 -0.420 -0.714 -0.263
H -3.85371 -2.79274 -0.58262 0.281 -0.090 -0.259
H -2.34074 -3.75075 -0.58156 -0.564 0.261 -0.137
H -4.54566 -5.10377 -0.63368 -0.029 0.476 -0.012
H -4.75764 -4.54839 -2.31234 0.287 -0.337 0.304
H -3.36460 -5.57075 -1.78909 -0.432 0.459 0.176
C -1.87387 -3.53131 -3.94135 0.995 0.834 -0.263
C -2.34240 -4.97670 -4.09706 -0.023 -0.762 -0.082
H -0.78142 -3.53145 -3.73556 -0.674 0.060 -0.371
H -2.05598 -2.97991 -4.88454 0.176 -0.042 0.463
H -1.55408 -5.55807 -4.60081 -0.185 0.374 0.076
H -2.50400 -5.47114 -3.13223 0.206 0.223 -0.868
H -3.24091 -5.05553 -4.73487 0.291 0.035 0.527
C -4.01077 -1.58034 -3.31353 0.857 1.154 0.877
C -5.02914 -2.47713 -3.98808 -0.274 -0.441 -0.363
H -3.60436 -0.83082 -4.00655 -0.093 -0.200 0.107
H -4.45794 -1.01955 -2.47090 0.149 -0.119 -0.399
H -5.51036 -1.90291 -4.79190 0.102 -0.269 0.206
H -4.55838 -3.36877 -4.42592 -0.324 0.290 -0.004
H -5.80526 -2.79351 -3.28512 0.181 -0.020 -0.159
C -0.32490 1.20713 -1.92318 -0.204 0.002 0.527
C -1.38269 0.90905 -2.97907 -0.308 -0.057 -0.094
H 0.34881 1.97962 -2.33641 -0.177 -0.490 0.232
H -0.80534 1.64084 -1.03030 0.220 -0.070 -0.313
H -1.61913 1.84812 -3.49426 -0.011 -0.230 0.054
H -1.05866 0.20006 -3.74582 0.043 0.080 0.042
H -2.32572 0.54697 -2.55274 0.245 0.014 0.084
C 1.63430 -0.49512 -2.97126 -0.484 0.510 0.098
C 2.74263 -1.52926 -2.98770 0.391 -0.291 -0.214
H 1.99926 0.47504 -3.32519 -0.034 -0.089 -0.186
H 0.80310 -0.79854 -3.62143 0.278 0.056 -0.076
H 3.32224 -1.35956 -3.91025 -0.065 -0.347 0.405
H 3.42985 -1.41683 -2.13109 -0.193 -0.039 -0.369
H 2.35135 -2.56655 -3.00247 0.257 0.525 0.050
C 2.13926 0.87075 -0.45082 -0.191 -0.409 0.271
C 1.78889 2.32361 -0.15544 0.130 0.300 0.023
H 3.06479 0.74936 -1.04011 -0.287 0.195 0.201
H 2.30082 0.34865 0.50262 0.100 0.312 -0.330
H 2.67158 2.82806 0.26253 -0.231 -0.009 -0.211
H 1.46188 2.84875 -1.06517 0.306 0.082 0.577
H 0.99486 2.39110 0.60666 0.224 0.024 -0.439
C -3.49816 3.47762 1.97899 -0.057 0.144 0.072
C -2.78508 2.19032 1.68081 -0.108 -0.188 0.069
C -3.37775 1.15152 0.93639 0.694 -0.508 -0.236
C -2.59677 0.02782 0.59451 -0.219 0.919 0.707
N -1.33229 -0.12360 1.01695 0.013 0.245 -0.322
C -0.78469 0.85045 1.75968 -0.909 0.249 0.129
C -1.47542 2.00239 2.13750 0.166 -0.526 -0.449
H -3.86113 3.94162 1.05366 0.037 -0.108 0.205
H -4.35846 3.33347 2.64287 0.135 -0.047 -0.152
H -2.80759 4.17519 2.46448 -0.224 -0.075 -0.094
H -4.42099 1.18115 0.60886 0.389 0.240 0.097
H -3.02962 -0.76928 -0.03037 0.303 0.307 0.408
H 0.24817 0.73323 2.09710 -0.412 -0.126 -0.233
H -0.95610 2.72438 2.77152 -0.340 -0.002 -0.293

10
Properties=species:S:1:pos:R:3:forces:R:3 method="wB97M-V/def2-TZVPD" smiles="C=N.C" homo_energy_ev=-10.0 de_lowest_kj_mol=209.4 homo_lumo_gap_ev=10.93
C 2.75144 -1.49849 2.50764 2.887 -3.538 0.205
N 3.07989 -2.52157 1.78001 1.873 -0.127 0.795
H 1.81708 -1.61790 3.00400 -1.357 1.141 -0.472
H 3.59648 -1.06485 3.03253 -0.379 1.084 0.203
H 4.18691 -2.75260 1.82703 -3.024 1.440 -0.731
C -3.12217 1.88570 -2.37491 -1.966 1.969 -0.586
H -4.04976 1.30457 -2.22345 0.583 0.661 0.843
H -2.97235 2.93479 -2.00062 -1.118 -0.973 -0.238
H -2.25098 1.44328 -2.12461 2.529 -2.203 1.466
H -3.03654 1.88708 -3.42763 -0.028 0.546 -1.485

16
Properties=species:S:1:pos:R:3:forces:R:3 method="wB97M-V/def2-TZVPD" smiles=CC.CC homo_energy_ev=-11.6 de_lowest_kj_mol=66.6 homo_lumo_gap_ev=12.73
C 1.77963 0.65279 0.84772 -1.566 -0.707 -1.153
C 1.63833 1.41736 -0.49103 -1.448 1.813 0.635
H 1.07692 -0.21450 0.88495 0.663 0.390 -0.221
H 2.77913 0.30724 0.98203 0.680 -0.324 0.287
H 1.44965 1.24316 1.69312 0.310 0.463 0.079
H 2.45636 2.13510 -0.62690 -0.102 -0.125 0.117
H 0.68512 2.05121 -0.45283 1.207 -0.713 0.023
H 1.53196 0.90379 -1.44031 0.241 -0.810 0.225
C -1.49935 -1.24527 -0.89712 0.407 2.447 -0.066
C -1.81550 -0.96480 0.55362 -3.488 4.062 -1.382
H -1.82844 -0.43173 -1.56937 -0.517 -0.603 0.233
H -0.44681 -1.22471 -1.09069 0.856 -0.393 0.110
H -1.90048 -2.17522 -1.14319 -0.582 -1.456 -0.876
H -1.11128 -1.34307 1.16118 2.122 -1.554 2.451
H -2.84251 -1.28871 0.76135 0.408 -0.522 0.300
H -1.95272 0.17735 0.82747 0.809 -1.967 -0.765

39
Properties=species:S:1:pos:R:3:forces:R:3 method="wB97M-V/def2-TZVPD" homo_energy_ev="-7.9 / -8.1" s_squared=0.755 de_lowest_kj_mol=107.5 spin_multiplicity=2 homo_lumo_gap_ev="7.08 / 7.22"
Ti -3.05829 1.35426 0.76910 0.322 -1.161 -0.096
Se -2.94068 3.35364 2.03385 -0.466 1.055 0.433
Se -5.01591 3.91365 0.99758 -0.136 0.346 0.287
Te -5.74554 1.80432 -0.21007 -0.387 0.168 0.813
Se -3.72135 1.72196 -1.56557 0.819 -0.188 -1.357
Br -0.16329 -1.61121 -3.94483 -0.220 0.154 -0.398
C 1.02702 -1.90054 -2.52504 -0.128 0.156 -0.025
C 1.22937 -3.21336 -2.11206 -0.277 -1.230 0.636
C 1.96397 -3.51563 -0.97253 0.638 2.307 0.205
C 2.48042 -2.38447 -0.24122 -0.238 -1.255 -0.531
C 2.39752 -1.09615 -0.72171 -1.211 0.519 -0.770
C 1.60395 -0.82957 -1.88896 1.513 -1.187 1.933
N 3.09849 -2.58693 1.05334 0.219 -0.138 -0.980
N 2.43420 -2.32671 2.04537 -0.724 0.151 1.605
C 1.03563 -1.91001 1.94373 0.580 1.408 -0.275
C 0.01996 -2.77210 1.76596 -2.358 0.028 -0.767
C -1.33542 -2.26762 1.51967 0.734 -2.959 0.935
C -1.58553 -0.93914 1.50945 -3.397 -2.107 -0.770
O -2.80302 -0.41211 1.33051 -0.459 -0.126 -0.190
C -0.56944 -0.07258 1.52459 3.622 2.073 0.959
N -0.87313 1.20947 1.14412 0.545 -0.154 0.057
C 0.11202 2.07791 1.09174 1.017 0.729 0.664
C 1.42569 1.80544 1.59051 -0.041 0.057 -0.670
C 1.69654 0.52712 2.03254 -0.783 0.938 -1.056
C 0.72920 -0.49449 1.93002 0.278 -0.019 -0.640
H 0.68408 -4.04489 -2.58404 0.453 0.592 -0.119
H 2.16961 -4.52961 -0.65527 -0.229 0.081 0.118
H 2.76575 -0.23685 -0.13151 -0.045 -0.746 -0.525
H 1.48887 0.19329 -2.13222 -0.352 0.649 -0.653
H 0.12652 -3.84948 1.70923 0.350 0.130 0.078
H -2.13107 -3.07141 1.41101 0.900 1.504 0.094
H -0.09297 3.08190 0.72652 -0.236 -0.228 -0.087
H 2.27905 2.53990 1.47091 -1.448 -0.774 0.357
H 2.70546 0.36265 2.26119 1.202 -0.780 0.663
Cl -0.19285 5.27021 -1.36594 -0.170 0.072 -0.262
C -0.78909 4.07143 -2.49858 -0.775 -0.849 -0.510
Cl 0.31565 2.65776 -2.58269 -0.305 0.354 -0.084
H -0.99766 4.42367 -3.51300 0.901 0.435 0.223
H -1.77377 3.69624 -2.21574 0.290 -0.005 0.709